30
Properties=species:S:1:pos:R:3:forces:R:3 method="wB97M-V/def2-TZVPD" e_homo_ha=-0.333 relative_energy_kj_mol=1.27 gap_ha=0.361 total_charge=0 smiles="O=C(COc1ccccc1Cl)N1CCCC1"
O -0.218572 -0.877473 2.244942 0.100 -0.061 0.250
C -0.404285 -1.138287 1.069634 0.322 -0.185 -0.136
C 0.618610 -1.929516 0.248580 -0.033 -0.160 0.374
O 1.138986 -1.149597 -0.819504 0.300 0.282 -0.137
C 1.936785 -0.102857 -0.409608 0.069 0.029 0.045
C 1.428330 1.189648 -0.393486 -0.022 -0.196 -0.042
C 2.225136 2.257001 -0.021862 0.001 0.021 0.015
C 3.542409 2.043440 0.344577 0.030 0.031 0.008
C 4.067512 0.763676 0.329036 -0.057 -0.030 -0.001
C 3.269563 -0.303315 -0.047983 -0.178 0.027 -0.072
Cl 3.942193 -1.894472 -0.092091 0.064 -0.135 -0.017
N -1.492713 -0.724952 0.403361 -0.337 0.225 -0.025
C -1.827762 -0.986841 -0.984647 0.123 -0.161 -0.555
C -3.215718 -0.367531 -1.158180 0.059 0.034 0.028
C -3.230684 0.753369 -0.120092 0.011 -0.173 0.046
C -2.482522 0.122906 1.047769 -0.067 0.226 0.343
H 0.159524 -2.804042 -0.218177 0.042 0.052 0.060
H 1.413153 -2.254682 0.928958 -0.172 0.061 -0.098
H 0.398672 1.343701 -0.677331 -0.134 -0.031 -0.036
H 1.813879 3.254818 -0.012583 -0.040 0.080 -0.002
H 4.166071 2.872325 0.641787 0.060 0.069 0.022
H 5.094526 0.584863 0.606535 0.079 -0.050 0.012
H -1.829678 -2.060516 -1.190403 0.012 0.064 -0.069
H -1.094041 -0.517837 -1.648038 -0.105 -0.084 0.007
H -3.379634 -0.008706 -2.172057 -0.023 -0.066 -0.039
H -3.986454 -1.101383 -0.920099 -0.036 -0.019 -0.019
H -4.237117 1.063518 0.150953 -0.012 0.068 0.010
H -2.685666 1.621158 -0.493807 0.015 0.051 0.003
H -1.980384 0.840689 1.698758 -0.090 -0.070 -0.008
H -3.150133 -0.489118 1.665054 0.018 0.100 0.032

21
Properties=species:S:1:pos:R:3:forces:R:3 method="wB97M-V/def2-TZVPD" e_homo_ha=-0.352 relative_energy_kj_mol=121.23 gap_ha=0.369 total_charge=0 smiles=CCCCS.O.O
C 1.919176 -0.938602 -1.957377 0.644 -0.394 -1.368
C 0.481805 -1.060295 -1.418282 -0.961 0.934 -2.862
C -0.047356 0.143663 -0.626485 0.096 -0.122 0.083
C -1.390401 -0.220429 0.046383 -0.469 -2.401 0.083
S -2.309894 0.841649 1.240323 -0.267 0.434 -1.661
H 2.400097 -1.936577 -2.246393 -1.124 1.109 0.197
H 2.101901 -0.242666 -2.875291 -0.455 -0.935 1.954
H 2.494121 -0.676913 -1.074757 0.526 0.688 -0.197
H 0.477727 -1.881076 -0.815738 0.099 -2.362 2.102
H -0.269070 -1.383160 -2.210733 0.860 0.725 0.572
H -0.306927 0.899104 -1.368978 0.620 0.632 0.320
H 0.800228 0.414448 0.070540 -1.197 0.313 -0.533
H -1.261803 -1.137788 0.708628 0.017 0.787 -1.198
H -2.122083 -0.503267 -0.798902 1.072 0.353 1.456
H -3.214160 1.215456 0.278298 0.451 0.178 0.886
O 0.392347 3.167318 1.243112 0.748 0.466 1.550
H 0.449993 3.069059 2.234606 -0.364 -0.080 -1.803
H -0.158820 2.471566 0.889340 -0.405 -0.314 0.287
O -0.327069 -1.011615 3.163507 -0.779 0.063 0.330
H 0.506682 -1.039822 2.740064 1.772 -0.727 -0.407
H -0.616503 -0.190054 2.778141 -0.884 0.654 0.209

92
Properties=species:S:1:pos:R:3:forces:R:3 method="wB97M-V/def2-TZVPD" e_homo_ha=-0.394 relative_energy_kj_mol=34.45 gap_ha=0.407 total_charge=0 smiles="O=C1OC[C@@H](F)O1.O=C1OC[C@@H](F)O1.O=C1OC[C@@H](F)O1.CCOC(=O)OC.CCOC(=O)OC.ClCCCl.ClCCCl.ClCCCl.ClCCCl"
O 8.204116 15.581227 17.957359 -0.191 0.275 -0.213
C 7.972108 16.511706 17.263167 -0.232 2.001 -0.175
O 7.515359 16.525190 15.999157 -0.295 -1.907 0.384
C 7.503413 17.797343 15.422390 -0.011 1.258 0.861
C 7.572660 18.715631 16.664151 1.545 -0.525 -0.687
F 6.344512 19.123473 16.991137 -1.437 0.011 0.665
O 8.114043 17.862354 17.668289 -0.389 -0.600 -0.563
H 8.342207 17.850981 14.758274 0.467 0.432 -0.084
H 6.598438 18.035086 14.867917 -0.147 -0.450 0.070
H 8.145771 19.638912 16.572301 0.498 -0.394 -0.009
O 8.208657 20.109122 13.454413 -2.779 -0.591 -0.143
C 9.355001 20.195488 13.438122 4.697 0.873 -0.758
O 10.155620 20.590455 14.455713 -0.544 -0.022 -0.371
C 11.495550 20.752037 14.007761 0.692 0.211 0.151
C 11.545273 20.058281 12.641464 0.192 0.894 0.693
F 12.077153 18.786148 12.776612 -0.299 0.444 -0.117
O 10.201822 20.006249 12.290953 -1.048 -0.365 0.446
H 11.760697 21.820503 13.885079 -0.383 -0.464 0.240
H 12.118599 20.275165 14.771801 0.070 0.216 -0.473
H 12.142892 20.646294 11.900179 -0.575 -0.917 0.346
O 12.783912 15.021402 11.866494 1.744 -2.333 1.149
C 13.471148 14.407694 12.683021 -2.434 2.715 -1.490
O 13.749599 13.111209 12.761114 -0.959 0.426 -1.799
C 14.548639 12.818287 13.868057 -1.155 1.056 1.555
C 14.735153 14.251975 14.479583 0.631 -1.567 0.180
F 16.011897 14.600938 14.161398 1.002 0.216 0.551
O 13.946550 15.105143 13.745458 -0.266 -0.770 -0.121
H 14.003816 12.086176 14.495687 0.499 0.506 -0.128
H 15.489279 12.480712 13.522294 0.965 -0.593 -0.120
H 14.521839 14.298492 15.541783 0.277 0.377 -0.001
C 6.651847 12.834019 16.630580 1.435 -0.025 -0.799
C 7.780285 12.837028 15.545817 -0.811 -1.208 2.148
O 7.394443 11.941081 14.477500 0.617 -1.294 -0.599
C 8.386745 11.429889 13.717520 1.078 0.949 0.497
O 8.288546 10.821163 12.690442 -0.700 0.202 0.653
O 9.624954 11.780732 14.248872 -0.671 -0.333 -0.899
C 10.686392 11.621443 13.311737 0.537 -1.655 -0.439
H 5.745673 13.155463 16.179446 -1.011 0.178 -0.191
H 6.915356 13.508437 17.456403 0.038 -0.169 -0.358
H 6.568038 11.816221 17.011657 -0.182 0.049 -0.001
H 8.654428 12.435481 16.109819 -0.271 0.726 -0.997
H 7.881919 13.764239 15.033847 0.604 1.046 0.317
H 11.617728 11.800767 13.811723 0.224 0.652 0.501
H 10.571099 12.237856 12.438444 -0.156 0.558 -0.212
H 10.821028 10.586879 12.921760 -0.674 0.443 0.402
C 9.531629 15.976147 13.081188 0.056 0.751 -0.914
C 10.678705 15.511581 13.873876 1.689 0.171 -0.264
O 10.364797 15.394514 15.247408 0.178 -0.440 0.649
C 11.199215 14.664732 15.998071 1.176 0.234 -0.597
O 12.218451 14.044036 15.675784 -2.174 0.783 0.252
O 10.773431 14.858543 17.226044 -0.659 0.206 -0.323
C 11.179402 13.998855 18.234829 0.385 -0.820 1.491
H 9.132908 16.955630 13.375160 0.219 -0.311 -0.282
H 8.789191 15.223604 13.158559 -1.214 -0.509 0.030
H 9.855675 15.986501 12.018987 -0.258 0.228 0.804
H 11.553473 16.199540 13.768773 -0.501 -0.756 0.039
H 10.885519 14.501959 13.540480 0.649 -0.031 -0.270
H 11.009975 12.927945 18.011725 0.033 0.587 -0.077
H 10.605307 14.306043 19.116564 -0.008 -0.331 -0.254
H 12.219856 14.170829 18.486617 0.345 -0.176 -0.071
Cl 11.802574 15.514156 21.573423 0.266 0.153 -0.204
C 10.364060 16.484966 21.173624 -1.417 -1.072 0.575
C 10.396791 17.257411 19.901399 0.548 0.791 -0.037
Cl 11.695753 18.518841 20.029965 -0.162 -0.106 -0.257
H 10.146080 17.108489 22.045919 0.139 -0.029 -0.286
H 9.550914 15.730354 21.081957 0.360 0.563 0.091
H 9.457381 17.807637 19.755933 0.307 -0.346 0.048
H 10.610922 16.642872 19.030211 -0.014 0.093 0.011
Cl 11.263810 10.128384 16.394731 -0.412 -0.023 -0.428
C 12.232209 9.011904 17.389673 -1.233 0.315 0.828
C 13.487565 8.609181 16.694059 -0.125 -0.098 0.629
Cl 14.784097 9.829906 16.883821 -0.176 -0.259 -0.211
H 11.634937 8.120258 17.691614 0.248 0.642 -0.609
H 12.335095 9.622752 18.281352 0.701 -0.396 0.250
H 13.254756 8.456632 15.650240 0.339 -0.066 -0.273
H 13.772148 7.676851 17.171060 0.642 -0.048 -0.203
Cl 15.608509 17.041979 16.123584 -0.347 0.591 0.023
C 14.148979 18.019045 15.623136 0.710 -0.441 -0.567
C 13.067708 17.615384 16.559421 -1.587 -1.529 -0.870
Cl 11.418640 18.370228 16.235961 0.748 -0.382 -0.134
H 14.009778 17.724680 14.576392 -0.347 0.223 0.351
H 14.382985 19.068367 15.711769 0.256 0.241 -0.052
H 13.233384 17.915083 17.549880 0.557 0.258 1.344
H 12.936076 16.509228 16.502580 -0.067 0.896 0.136
Cl 9.668522 16.518904 9.645253 0.183 0.386 -0.034
C 10.825227 17.868809 9.381386 -0.452 0.879 -0.011
C 12.170169 17.594613 9.996192 -0.040 -0.399 -0.085
Cl 13.321354 18.821190 9.460916 0.287 0.900 0.039
H 10.408076 18.848652 9.722817 0.097 -1.028 0.061
H 10.908606 17.947274 8.312438 0.166 -0.013 -0.432
H 12.628492 16.704597 9.627240 -0.199 -0.884 -0.154
H 12.164783 17.546542 11.070420 -0.081 0.070 0.184

11
Properties=species:S:1:pos:R:3:forces:R:3 method="wB97M-V/def2-TZVPD" e_homo_ha=-0.389 relative_energy_kj_mol=290.57 gap_ha=0.379 total_charge=0
H -1.910521 -0.142520 -1.526907 0.024 0.037 0.022
N -1.271560 0.426011 -0.969191 0.263 -0.387 0.209
C -0.466027 -0.276814 -0.320579 -0.411 0.415 -0.333
O -0.294752 -1.643103 -0.229887 -0.092 -0.029 -0.077
C 0.814545 -1.557773 0.699803 0.243 -0.097 0.191
C 0.683700 -0.029482 0.650819 0.376 0.422 0.337
O 1.225135 0.910900 1.141494 -0.315 -0.575 -0.286
H 1.734871 -1.967108 0.275274 -0.113 0.071 0.051
H 0.578913 -2.022902 1.660348 0.025 0.078 -0.113
H -0.403006 3.571640 -0.331199 -0.005 -0.045 -0.010
H -0.591969 2.868978 -0.490919 0.004 0.111 0.009